[1]
{"formula": "CH3NOP2", "method": "ωB97M-V with the def2-TZVPD basis set", "elements": ["C", "N", "O", "P", "P", "H", "H", "H"], "coordinates": [[-1.6666, 0.3483, 1.8467], [0.0846, -0.2643, -1.5157], [-0.9298, -0.4682, 2.2690], [-1.3613, 0.0451, -1.0097], [1.6684, -0.4772, -0.8973], [-2.0748, 1.0140, 2.6472], [2.4107, -1.0823, -1.9565], [1.8688, 0.8845, -1.3838]], "atomic_forces_ev_per_a": [[0.90, 0.03, -1.19], [-2.58, -0.50, 0.96], [0.57, -1.06, 0.22], [1.31, 0.01, 0.27], [0.32, 1.53, 0.10], [-0.75, 0.60, -0.62], [-0.55, 0.17, -0.28], [0.77, -0.77, 0.54]], "nbo_charge": [0.186, -1.235, -0.532, 0.956, 0.562, 0.121, -0.043, -0.016], "relative_energy_ev": 2.496, "total_charge": 0, "gap_ev": 6.11, "homo_ev": -7.0411, "molar_mass_g_mol": 106.99}

[2]
{"formula": "C4H4Cl2CrN2O4Tm", "method": "ωB97M-V with the def2-TZVPD basis set", "elements": ["Cr", "Tm", "Cl", "Cl", "C", "C", "C", "O", "O", "O", "N", "C", "N", "O", "H", "H", "H", "H"], "coordinates": [[0.3509, 0.0881, -3.3277], [-0.1364, 0.2373, -0.2477], [-1.3623, 1.3091, -2.1449], [1.7560, -0.6569, -1.6520], [-1.0404, -1.7654, 0.1105], [-0.2910, 1.1410, -5.0246], [0.6955, -0.9953, -4.9262], [-1.2283, -2.6414, 0.8538], [-0.4101, 1.5624, -6.1022], [0.8395, -1.3812, -6.0211], [1.2055, -0.0953, 3.6644], [0.0685, 0.3687, 3.1049], [-0.9842, 0.6979, 3.8657], [-0.0541, 0.4544, 1.8288], [1.3025, -0.0506, 4.6865], [1.9980, -0.1605, 3.0388], [-1.7562, 1.1703, 3.4114], [-0.9535, 0.7174, 4.8817]], "atomic_forces_ev_per_a": [[-0.34, 1.83, 0.98], [0.82, 2.95, 4.01], [0.75, -0.69, -1.37], [-0.36, 0.10, -1.30], [-2.11, -7.49, 5.18], [-0.70, 3.02, -6.56], [1.45, -4.02, -8.26], [0.83, 4.58, -4.37], [0.39, -2.10, 6.14], [-0.75, 1.99, 6.74], [-1.56, 0.87, -0.91], [0.03, -0.24, 3.93], [0.85, -0.01, -1.06], [0.13, -0.26, -3.32], [0.36, -0.16, -0.66], [0.24, -0.19, 0.66], [-0.06, -0.13, 0.30], [0.03, -0.04, -0.15]], "lowdin_spin": [2.966, 2.027, -0.031, 0.019, -0.003, -0.032, -0.025, 0.001, 0.026, 0.057, -0.001, 0.000, -0.001, -0.004, 0.000, 0.000, 0.000, 0.000], "total_charge": 4, "gap_ev": [2.32, 3.92], "s_squared": 8.807, "homo_ev": [-23.0978, -23.1011], "molar_mass_g_mol": 435.92, "spin_multiplicity": 6}

[3]
{"formula": "C16H31BF15O4S4", "method": "ωB97M-V with the def2-TZVPD basis set", "elements": ["C", "B", "C", "C", "C", "C", "C", "F", "F", "C", "F", "F", "S", "F", "F", "F", "F", "F", "C", "O", "C", "F", "F", "F", "C", "F", "F", "F", "H", "H", "H", "H", "H", "H", "H", "H", "H", "H", "H", "H", "H", "C", "S", "O", "C", "H", "H", "H", "H", "H", "H", "C", "S", "O", "C", "H", "H", "H", "H", "H", "H", "C", "S", "O", "C", "H", "H", "H", "H", "H", "H"], "coordinates": [[2.8131, 2.1627, 5.0034], [2.6489, 0.9365, 3.9290], [1.1059, 0.4401, 3.6084], [-0.0301, 1.1648, 4.3416], [-0.2783, 2.5628, 3.7547], [-1.2012, 2.5968, 2.5348], [-2.6678, 2.3050, 2.8126], [-3.4442, 3.3142, 2.3294], [-2.9283, 2.2183, 4.1332], [-3.1583, 1.0083, 2.0815], [-2.3010, 0.0108, 2.3113], [-3.1650, 1.2631, 0.7681], [-4.8822, 0.3116, 2.5438], [-5.5137, 0.7144, 1.1438], [-4.4837, -1.1031, 1.9364], [-4.3116, -0.1259, 3.9587], [-5.3653, 1.6978, 3.1422], [-6.2805, -0.3100, 2.9552], [3.3871, 1.4456, 2.5642], [3.2378, 0.4787, 1.4491], [3.0372, 0.9789, 0.2688], [2.9139, -0.0197, -0.6297], [4.0319, 1.7891, -0.1859], [1.9028, 1.7357, 0.1625], [3.4796, -0.3292, 4.5330], [4.8163, -0.0936, 4.7144], [3.4470, -1.4733, 3.7868], [3.0420, -0.7311, 5.7679], [2.4623, 3.1231, 4.6056], [2.2823, 1.9865, 5.9455], [3.8684, 2.3081, 5.2676], [1.0233, -0.6317, 3.8298], [0.8933, 0.5110, 2.5303], [-0.9513, 0.5745, 4.2804], [0.1877, 1.2550, 5.4092], [0.6789, 2.9581, 3.4051], [-0.6342, 3.2632, 4.5154], [-1.1891, 3.5931, 2.0861], [-0.8290, 1.9103, 1.7704], [4.4641, 1.5957, 2.6850], [2.9395, 2.3900, 2.2376], [0.3123, 3.0316, -5.2365], [0.3173, 2.9481, -3.4423], [0.4094, 4.3559, -2.9644], [1.9521, 2.2269, -3.2920], [-0.6111, 3.5254, -5.5327], [1.1714, 3.6194, -5.5610], [0.3281, 2.0200, -5.6428], [2.6853, 2.8917, -3.7495], [1.9585, 1.2509, -3.7786], [2.1626, 2.1177, -2.2318], [-2.4463, -1.4614, -3.9944], [-0.9381, -0.4925, -3.9861], [-0.6571, -0.1156, -5.4045], [0.1650, -1.8494, -3.5909], [-3.2598, -0.7909, -4.2651], [-2.3545, -2.2698, -4.7177], [-2.6141, -1.8684, -2.9980], [0.0633, -2.6270, -4.3461], [-0.0922, -2.2399, -2.6066], [1.1785, -1.4514, -3.5741], [-1.4245, -7.0217, -4.9399], [-1.0674, -5.9559, -3.5380], [-1.6239, -4.6183, -3.8752], [0.7046, -5.8532, -3.8151], [-2.5026, -7.1637, -4.9718], [-1.0855, -6.5353, -5.8543], [-0.9293, -7.9827, -4.8010], [0.8889, -5.4539, -4.8123], [1.1483, -6.8422, -3.7015], [1.1122, -5.1804, -3.0631]], "atomic_forces_ev_per_a": [[0.10, 0.01, 0.05], [-0.04, 0.11, -0.18], [-0.12, -0.10, 0.11], [-0.04, -0.02, -0.11], [0.10, 0.01, 0.06], [0.23, 0.05, -0.15], [-0.15, -0.16, -0.14], [-0.14, 0.15, -0.06], [-0.08, -0.13, 0.16], [0.09, 0.04, 0.04], [-0.01, 0.04, 0.05], [0.05, -0.07, 0.00], [0.01, 0.08, 0.04], [-0.01, 0.06, -0.01], [0.05, -0.02, -0.06], [-0.02, 0.04, -0.01], [0.03, -0.05, 0.05], [-0.02, 0.00, 0.03], [0.03, 0.06, 0.19], [0.00, -0.09, 0.16], [-0.07, 0.05, -0.15], [-0.03, 0.05, -0.07], [0.01, -0.02, -0.01], [0.05, -0.10, -0.03], [-0.08, 0.05, -0.03], [0.26, 0.08, 0.03], [-0.03, -0.15, -0.18], [-0.11, -0.03, 0.21], [-0.02, -0.04, 0.05], [0.00, 0.00, -0.05], [-0.05, 0.01, -0.01], [-0.02, 0.05, -0.03], [0.08, -0.04, 0.04], [0.00, 0.08, 0.07], [0.08, 0.02, -0.06], [-0.04, 0.01, 0.07], [-0.10, -0.05, -0.07], [0.01, -0.07, 0.01], [0.00, 0.02, 0.05], [-0.05, 0.03, -0.07], [0.04, -0.04, 0.00], [0.01, -0.07, -0.08], [-0.10, 0.13, -0.08], [0.06, 0.01, 0.03], [0.08, -0.02, 0.03], [0.00, 0.02, 0.03], [0.00, 0.02, 0.02], [-0.02, 0.00, 0.01], [-0.04, 0.02, -0.02], [-0.01, -0.01, 0.01], [0.00, -0.01, 0.01], [-0.06, -0.03, -0.04], [-0.02, -0.02, 0.09], [0.04, -0.02, -0.04], [0.09, -0.04, 0.04], [0.02, 0.02, 0.01], [0.02, -0.01, 0.01], [0.00, 0.00, 0.00], [-0.04, 0.01, -0.01], [0.00, 0.00, 0.00], [-0.01, 0.03, 0.00], [0.01, -0.04, -0.03], [0.01, 0.00, 0.03], [-0.02, 0.02, -0.03], [0.04, -0.01, 0.00], [0.00, 0.01, 0.01], [0.00, 0.02, 0.01], [-0.01, 0.00, 0.00], [-0.02, 0.00, 0.00], [0.00, 0.01, 0.01], [-0.01, 0.00, 0.01]], "lowdin_charge": [-0.047, -0.617, -0.109, -0.213, -0.173, -0.070, -0.459, 0.094, 0.112, -0.432, 0.126, 0.131, 0.784, -0.141, -0.139, -0.130, -0.132, -0.130, -0.049, 0.044, -0.742, 0.133, 0.125, 0.108, -0.511, 0.067, 0.077, 0.071, 0.045, 0.052, 0.055, 0.097, 0.088, 0.090, 0.104, 0.102, 0.115, 0.134, 0.123, 0.115, 0.111, -0.272, 0.783, -0.560, -0.252, 0.050, 0.053, 0.022, 0.062, 0.048, 0.021, -0.267, 0.797, -0.562, -0.268, 0.049, 0.044, 0.057, 0.039, 0.060, 0.045, -0.273, 0.821, -0.560, -0.269, 0.048, 0.058, 0.052, 0.059, 0.053, 0.051], "relative_energy_ev": 0.000, "total_charge": -1, "gap_ev": 7.97, "homo_ev": -6.2666, "molar_mass_g_mol": 711.47}

For reference, DFT total energy by record: -23196.1598 -98331.0634 -110064.8188 eV.